Entry from the OMol25 dataset: a molecular structure, C44H38NP2S3SiTa (wB97M-V/def2-TZVPD).

```
90
Properties=species:S:1:pos:R:3:mulliken_charge:R:1
Ta 0.050 0.098 -0.149 1.531
C 0.498 -1.235 3.373 -0.996
Si 0.003 -1.887 1.694 1.859
C 1.347 -3.103 1.177 0.344
C 1.664 -4.182 2.011 -0.900
C 2.732 -5.017 1.735 -0.922
C 3.532 -4.786 0.620 -0.840
C 3.238 -3.734 -0.227 -0.304
C 2.144 -2.904 0.046 -0.198
P 1.769 -1.612 -1.158 1.453
C 1.206 -2.462 -2.658 0.950
C 1.057 -3.850 -2.656 -0.433
C 0.698 -4.509 -3.825 -0.796
C 0.469 -3.791 -4.989 -0.702
C 0.589 -2.407 -4.987 -0.941
C 0.953 -1.742 -3.828 -0.814
C 3.365 -0.829 -1.507 0.815
C 3.895 -0.718 -2.787 -0.563
C 5.130 -0.101 -2.967 -0.670
C 5.829 0.392 -1.879 -0.664
C 5.309 0.258 -0.594 -0.665
C 4.080 -0.346 -0.409 -0.773
C -1.689 -2.683 1.803 0.261
C -1.969 -3.704 2.720 -0.748
C -3.229 -4.275 2.787 -0.838
C -4.243 -3.841 1.937 -0.941
C -3.994 -2.831 1.027 -0.329
C -2.723 -2.250 0.970 0.200
P -2.428 -0.930 -0.235 1.502
C -3.016 -1.644 -1.794 0.921
C -2.302 -2.737 -2.288 -0.775
C -2.771 -3.427 -3.393 -0.623
C -3.949 -3.027 -4.012 -0.808
C -4.660 -1.941 -3.523 -0.791
C -4.199 -1.246 -2.411 -0.356
C -3.574 0.414 0.194 -0.130
C -3.718 1.495 -0.686 -0.271
C -4.534 2.565 -0.350 -0.959
C -5.196 2.576 0.873 -0.665
C -5.050 1.512 1.753 -0.597
C -4.240 0.432 1.419 -0.698
H 0.651 -2.076 4.058 0.525
H -0.274 -0.589 3.796 0.089
H 1.432 -0.669 3.335 0.438
H 1.065 -4.369 2.897 0.268
H 2.952 -5.847 2.394 0.450
H 4.382 -5.424 0.414 0.480
H 3.851 -3.555 -1.103 0.535
H 1.234 -4.421 -1.755 0.357
H 0.604 -5.587 -3.822 0.444
H 0.200 -4.309 -5.901 0.451
H 0.406 -1.842 -5.893 0.491
H 1.049 -0.664 -3.847 0.500
H 3.369 -1.121 -3.641 0.471
H 5.543 -0.013 -3.964 0.474
H 6.788 0.871 -2.027 0.427
H 5.867 0.624 0.258 0.477
H 3.683 -0.464 0.595 0.407
H -1.195 -4.058 3.394 0.310
H -3.425 -5.064 3.502 0.468
H -5.226 -4.292 1.987 0.465
H -4.777 -2.495 0.357 0.566
H -1.397 -3.065 -1.787 0.281
H -2.225 -4.284 -3.765 0.573
H -4.319 -3.569 -4.873 0.434
H -5.584 -1.636 -3.997 0.475
H -4.772 -0.412 -2.028 0.450
H -3.205 1.489 -1.640 0.512
H -4.657 3.386 -1.045 0.488
H -5.830 3.413 1.136 0.446
H -5.572 1.519 2.701 0.525
H -4.136 -0.398 2.106 0.451
S 1.696 2.618 -3.338 0.007
C 0.938 1.907 -2.121 0.138
S -0.522 0.906 -2.328 -0.313
S 1.536 1.949 -0.453 -0.417
N -0.999 1.721 1.395 -0.555
C -0.630 1.804 2.802 0.751
C -1.598 1.662 3.780 -0.413
C -1.235 1.741 5.119 -0.576
C 0.089 1.969 5.470 -0.597
C 1.050 2.117 4.480 -0.670
C 0.694 2.031 3.143 -0.395
H -2.011 1.668 1.309 -0.285
H -0.715 2.580 0.932 0.494
H -2.632 1.493 3.500 0.301
H -1.994 1.639 5.885 0.433
H 0.368 2.043 6.513 0.432
H 2.083 2.303 4.748 0.454
H 1.447 2.154 2.371 0.358
```

E_tot = -108236.2452 eV
total charge = +2
gap between HOMO and LUMO = 6.64 eV
LUMO level = -7.3 eV